P.
{"formula": "H4N2Si", "method": "ωB97M-V/def2-TZVPD", "species": ["N", "N", "Si", "H", "H", "H", "H"], "positions_angstrom": [[0.739, 0.711, -0.102], [0.685, -0.772, 0.039], [-0.814, -0.044, -0.051], [1.195, 1.114, 0.813], [1.199, -1.283, -0.781], [-1.471, -0.042, 1.253], [-1.532, 0.315, -1.171]], "smiles": "N1N[SiH2]1", "gap_ha": 0.35582, "lumo_energy_ev": 0.71}

***

Q.
{"formula": "H4N2Si", "method": "ωB97M-V/def2-TZVPD", "species": ["N", "N", "Si", "H", "H", "H", "H"], "positions_angstrom": [[0.737, 0.678, -0.189], [0.677, -0.791, 0.053], [-0.839, 0.037, 0.097], [1.304, 1.130, 0.517], [1.227, -1.283, -0.914], [-1.359, 0.018, 1.449], [-1.747, 0.211, -1.014]], "smiles": "N1N[SiH2]1", "gap_ha": 0.35177, "lumo_energy_ev": 0.78}

***

So which one is most stable? That would be P, about 0.207 eV below the next structure.